Record 1
Below is 8 unconnected molecules or ions with the total composition C47H69FO23 at a distorted geometry, with properties calculated with wB97M-V/def2-TZVPD.

The calculation puts the max |F| at 2.727 eV/A. As for the energy: -3662.70873 hartree. Its total charge is 0. Its HOMO energy is -9.476 eV. The value obtained for the orbital gap is 0.3206 Eh. As for the SMILES: C#CCc1c(CCF)ccc2c1C(=O)c1ccccc1C2=O.CCOC(=O)OC.CCOC(=O)OC.CCOC(=O)OC.CCOC(=O)OC.CCOC(=O)OC.CCOC(=O)OC.CCOC(=O)OC.

Each line ends with the Löwdin charge.
Positions of all 140 atoms, in Å:
C1 7.98689 -7.50155 -3.33706  0.10
C2 8.39614 -6.62743 -2.60959  -0.12
C3 8.60772 -5.70335 -1.43479  -0.13
C4 8.17522 -4.24796 -1.68506  -0.08
C5 9.17743 -3.23043 -1.78234  -0.15
C6 10.68486 -3.53643 -1.67047  -0.12
C7 11.20983 -3.55131 -0.19155  -0.18
F1 10.33622 -2.87126 0.65627  -0.05
C8 8.81845 -1.88160 -1.97278  -0.01
C9 7.46236 -1.50041 -2.09120  0.01
C10 6.45579 -2.47086 -2.01216  -0.06
C11 6.81636 -3.84257 -1.79259  -0.01
C12 5.67336 -4.83355 -1.66766  -0.24
O1 5.79824 -6.03736 -1.66588  0.09
C13 4.24071 -4.29160 -1.48092  -0.08
C14 3.24711 -5.17560 -1.04260  -0.02
C15 1.86284 -4.79343 -0.84001  -0.03
C16 1.54094 -3.44485 -1.13015  -0.06
C17 2.54623 -2.54675 -1.56979  -0.01
C18 3.88722 -2.92870 -1.73678  -0.08
C19 5.00707 -1.99959 -2.16710  -0.27
O2 4.73350 -0.90482 -2.60656  0.10
H1 7.76841 -8.39444 -3.91156  0.04
H2 8.08484 -6.04850 -0.51906  0.14
H3 9.68812 -5.76434 -1.18869  0.09
H4 10.92708 -4.52642 -2.11166  0.11
H5 11.29295 -2.80804 -2.24726  0.11
H6 11.40938 -4.59529 0.11462  0.11
H7 12.17839 -3.00966 -0.13814  0.12
H8 9.61431 -1.12532 -2.01025  0.12
H9 7.25074 -0.43182 -2.22612  0.12
H10 3.57509 -6.21068 -0.85190  0.11
H11 1.14874 -5.53663 -0.46916  0.11
H12 0.49549 -3.15082 -0.96302  0.11
H13 2.24056 -1.51224 -1.77620  0.12
C20 0.22978 -3.82366 4.36967  -0.07
C21 -1.26573 -3.58507 4.43479  -0.21
O3 -1.58603 -2.19541 4.28095  0.04
C22 -1.47792 -1.71163 3.04263  -0.61
O4 -1.14947 -2.32976 2.06393  0.12
O5 -1.77929 -0.41001 3.07775  0.01
C23 -1.59762 0.25309 1.82574  -0.04
H14 0.74569 -3.20430 5.10578  0.08
H15 0.45676 -4.87246 4.56384  0.08
H16 0.63074 -3.56108 3.39119  0.07
H17 -1.63800 -3.87607 5.41663  0.12
H18 -1.80401 -4.17895 3.69428  0.12
H19 -2.15897 -0.24328 1.03454  0.09
H20 -0.53754 0.29720 1.57656  0.10
H21 -1.97192 1.26962 1.93119  0.09
C24 -0.16960 5.02398 -1.60430  -0.06
C25 -0.06832 5.72730 -0.26530  -0.20
O6 -1.33171 6.27943 0.13803  0.03
C26 -2.23867 5.39767 0.57259  -0.60
O7 -2.08596 4.20683 0.65733  0.11
O8 -3.36408 6.06879 0.87559  -0.02
C27 -4.45553 5.22136 1.24603  -0.03
H22 -0.57710 5.69970 -2.35856  0.09
H23 0.81266 4.67871 -1.92785  0.08
H24 -0.83560 4.16287 -1.55108  0.06
H25 0.61894 6.56870 -0.34790  0.12
H26 0.31868 5.06673 0.51230  0.13
H27 -4.17960 4.56089 2.06741  0.10
H28 -4.78990 4.64463 0.38419  0.09
H29 -5.26999 5.86324 1.57383  0.10
C28 -3.95244 5.96513 7.39962  -0.07
C29 -2.78128 6.91314 7.56340  -0.21
O9 -1.88271 6.83970 6.44832  0.03
C30 -2.30600 7.42378 5.32426  -0.61
O10 -3.35125 8.00025 5.17347  0.13
O11 -1.37308 7.23752 4.38640  0.00
C31 -1.75469 7.72067 3.09445  -0.02
H30 -3.59630 4.94698 7.23154  0.08
H31 -4.58220 5.98050 8.28974  0.08
H32 -4.56505 6.23741 6.54088  0.07
H33 -2.20170 6.62666 8.44057  0.12
H34 -3.11050 7.94264 7.71361  0.12
H35 -2.04141 8.77087 3.13585  0.10
H36 -2.56393 7.11477 2.69658  0.08
H37 -0.89600 7.62598 2.43338  0.09
C32 -2.65127 1.57045 -2.09059  -0.06
C33 -3.79549 2.30749 -1.42541  -0.21
O12 -4.79386 2.70167 -2.37988  0.04
C34 -5.57782 1.72292 -2.83483  -0.61
O13 -5.52771 0.56401 -2.51400  0.12
O14 -6.42275 2.25091 -3.72688  0.01
C35 -7.25274 1.28650 -4.37578  -0.04
H38 -2.22583 2.17127 -2.89706  0.08
H39 -1.86994 1.34608 -1.36299  0.08
H40 -2.98610 0.63313 -2.53422  0.07
H41 -3.42004 3.22369 -0.97702  0.09
H42 -4.24952 1.71730 -0.62696  0.13
H43 -7.80090 0.68745 -3.64998  0.09
H44 -6.64952 0.64916 -5.02164  0.10
H45 -7.96728 1.83043 -4.98952  0.09
C36 -3.27687 -7.36346 -5.74434  -0.07
C37 -2.92572 -6.19790 -4.84124  -0.21
O15 -1.77834 -6.48923 -4.03219  0.03
C38 -0.60340 -6.46218 -4.66518  -0.61
O16 -0.42897 -6.21058 -5.82856  0.12
O17 0.34868 -6.78050 -3.78305  0.00
C39 1.65001 -6.88833 -4.35290  -0.04
H46 -3.41306 -8.27258 -5.15538  0.08
H47 -4.19388 -7.15485 -6.29642  0.08
H48 -2.48153 -7.56185 -6.46190  0.07
H49 -3.74814 -6.01256 -4.15052  0.12
H50 -2.76493 -5.27920 -5.40764  0.12
H51 1.92327 -5.97736 -4.88385  0.10
H52 1.68760 -7.74648 -5.02361  0.10
H53 2.35024 -7.03518 -3.53336  0.09
C40 1.59212 9.73206 4.87050  -0.06
C41 2.31209 8.52631 4.29739  -0.20
O18 2.43417 8.62288 2.86990  0.03
C42 3.34524 9.48811 2.42246  -0.61
O19 4.06600 10.17498 3.09678  0.13
O20 3.30651 9.47303 1.08455  0.00
C43 4.16260 10.43909 0.47301  -0.04
H54 0.62341 9.86257 4.38378  0.08
H55 1.43937 9.61137 5.94336  0.08
H56 2.15796 10.64860 4.70632  0.07
H57 1.72824 7.62854 4.49944  0.12
H58 3.29313 8.38420 4.75338  0.12
H59 5.18924 10.32996 0.81952  0.10
H60 3.79467 11.44464 0.67472  0.10
H61 4.13672 10.26574 -0.60058  0.09
C44 -8.16166 -3.56994 -0.15660  -0.07
C45 -6.72885 -3.80043 -0.59341  -0.21
O21 -6.26132 -5.10110 -0.20681  0.04
C46 -6.73118 -6.12268 -0.92362  -0.61
O22 -7.49195 -6.04842 -1.85324  0.12
O23 -6.22308 -7.25169 -0.41756  0.00
C47 -6.73350 -8.43743 -1.02779  -0.04
H62 -8.26245 -3.73472 0.91788  0.08
H63 -8.47187 -2.55144 -0.39220  0.08
H64 -8.84312 -4.26008 -0.65292  0.07
H65 -6.07720 -3.08283 -0.09616  0.12
H66 -6.60486 -3.66069 -1.66831  0.12
H67 -6.59419 -8.41524 -2.10777  0.09
H68 -7.78728 -8.56115 -0.77963  0.10
H69 -6.17710 -9.27935 -0.62183  0.09

Record 2
Below is a molecular structure, C47H70GeKN9O5S3Se at a distorted geometry, with properties calculated with wB97M-V/def2-TZVPD.

The calculation puts the max |F| at 1.233 eV/A. As for the energy: -8974.89847 hartree. Its total charge is -2. Its HOMO energy is -2.159 eV. The value obtained for the orbital gap is 0.2066 Eh.

Each line ends with the Löwdin charge.
Positions of all 137 atoms, in Å:
K1 0.18579 -0.07455 0.17348  0.50
C1 1.08097 1.98166 -4.65575  -0.04
C2 0.17760 3.03108 -4.07198  -0.21
C3 -0.62296 3.81957 -4.88675  -0.09
C4 -1.44945 4.79771 -4.35062  -0.13
C5 -1.45671 4.98258 -2.97593  -0.08
C6 -0.65937 4.21310 -2.13567  -0.20
C7 -0.63838 4.47152 -0.66177  -0.08
C8 0.16756 3.21284 -2.67682  -0.20
N1 0.93964 2.34400 -1.90646  0.14
C9 2.06958 2.77559 -1.40967  -0.57
O1 2.53376 3.94734 -1.41178  -0.08
C10 3.04303 1.68178 -0.94134  -0.20
C11 4.35016 1.90745 -1.37266  -0.02
C12 5.32665 0.97438 -1.09448  -0.07
C13 4.97594 -0.14897 -0.37367  -0.03
C14 3.65273 -0.31865 0.02987  -0.21
N2 2.69350 0.58358 -0.24467  0.09
C15 3.42530 -1.63977 0.77576  -0.50
O2 4.37686 -1.98820 1.50903  -0.06
N3 2.36107 -2.34072 0.42109  0.13
C16 2.23828 -3.63731 0.91137  -0.19
C17 1.93260 -4.66289 -0.01202  -0.21
C18 1.75526 -4.30807 -1.45672  -0.05
C19 1.84042 -5.98562 0.39583  -0.09
C20 2.02832 -6.34620 1.72258  -0.14
C21 2.28229 -5.34482 2.64493  -0.09
C22 2.38908 -4.00791 2.27005  -0.19
C23 2.70444 -2.98922 3.32017  -0.07
H1 0.84447 1.79838 -5.70662  0.07
H2 0.98844 1.05656 -4.08468  0.04
H3 2.12909 2.28702 -4.58114  0.08
H4 -0.59087 3.66794 -5.96210  0.09
H5 -2.07135 5.41119 -4.99336  0.08
H6 -2.08448 5.75339 -2.53722  0.09
H7 -0.83826 3.55006 -0.11350  0.01
H8 -1.38455 5.21999 -0.38153  0.07
H9 0.35690 4.82279 -0.37737  0.04
H10 4.55354 2.82202 -1.91036  0.11
H11 6.34714 1.12108 -1.43310  0.09
H12 5.69200 -0.90982 -0.09991  0.10
H13 2.70710 -4.01637 -1.90693  0.08
H14 1.09769 -3.44478 -1.55001  0.05
H15 1.34217 -5.14646 -2.02246  0.07
H16 1.62732 -6.74803 -0.34823  0.09
H17 1.96389 -7.38386 2.03176  0.08
H18 2.42118 -5.59951 3.69242  0.09
H19 2.43249 -3.36014 4.31266  0.07
H20 2.17778 -2.06297 3.10143  0.04
H21 3.76514 -2.73861 3.29951  0.07
C24 -2.09041 -0.47036 -5.18347  -0.05
C25 -1.29626 -0.61491 -3.90752  -0.30
N4 -1.68603 -0.11527 -2.79070  0.07
N5 -2.85536 0.57572 -2.87859  -0.04
C26 -3.21742 1.21459 -1.79374  -0.88
N6 -4.38826 1.95528 -1.97572  0.02
S1 -2.53915 1.27669 -0.22199  0.54
C27 0.06913 -1.19652 -3.96912  -0.25
C28 0.51888 -1.89911 -5.09271  -0.04
C29 1.85353 -2.25973 -5.18328  -0.09
C30 2.71288 -1.92288 -4.15487  -0.07
C31 2.16893 -1.28318 -3.04685  -0.13
N7 0.89533 -0.93828 -2.94656  0.13
H22 -1.85717 0.49188 -5.65028  0.08
H23 -3.15212 -0.46434 -4.95047  0.05
H24 -1.87998 -1.25840 -5.90398  0.04
H25 -4.52106 2.21400 -2.94437  0.07
H26 -4.43553 2.73324 -1.33605  0.04
H27 -0.15461 -2.14931 -5.89849  0.08
H28 2.21497 -2.78575 -6.06014  0.09
H29 3.76570 -2.16988 -4.18790  0.10
H30 2.78862 -1.03857 -2.19407  0.09
C32 -1.77557 -4.02126 -2.19757  -0.05
N8 -2.16929 -4.64753 -0.94798  -0.14
C33 -3.28042 -5.56601 -1.05949  -0.08
C34 -1.96604 -3.89141 0.20063  -0.50
O3 -1.64101 -2.72255 0.13735  0.06
N9 -2.21401 -4.53112 1.40239  -0.13
C35 -2.04075 -3.72250 2.59832  -0.05
C36 -1.90977 -5.93772 1.59719  -0.07
H31 -2.62348 -3.52048 -2.67985  0.09
H32 -1.37590 -4.77947 -2.87565  0.09
H33 -1.01491 -3.27219 -2.00390  0.06
H34 -4.02398 -5.16881 -1.76150  0.08
H35 -3.76493 -5.70374 -0.09643  0.07
H36 -2.95869 -6.54503 -1.43189  0.08
H37 -2.17176 -2.66973 2.36042  0.05
H38 -1.03440 -3.85912 3.01027  0.09
H39 -2.77545 -4.02652 3.35019  0.09
H40 -1.64312 -6.41183 0.65769  0.08
H41 -2.76415 -6.46466 2.03900  0.08
H42 -1.05215 -6.03901 2.26292  0.08
C37 -0.37590 1.47869 4.41412  -0.26
S2 0.78332 0.15617 4.00427  0.83
C38 -0.29582 -1.14544 4.63644  -0.24
O4 0.79890 0.03683 2.51918  -0.69
H43 -0.61325 1.41645 5.47659  0.05
H44 -1.25848 1.32180 3.79249  0.05
H45 0.09168 2.42875 4.17144  0.00
H46 -0.44525 -0.97611 5.70345  0.05
H47 0.19561 -2.09843 4.47338  0.03
H48 -1.23172 -1.09138 4.08132  0.02
O5 -2.68425 -0.48381 2.80370  -0.58
S3 -3.92887 0.19191 2.30724  0.86
C39 -4.69354 -0.95058 1.10360  -0.32
C40 -5.99321 -1.48024 1.69657  -0.24
C41 -5.74993 -1.60209 3.19902  -0.25
C42 -5.17799 -0.24894 3.59649  -0.32
H49 -3.92713 -1.71908 0.98226  0.08
H50 -4.80221 -0.41917 0.16019  0.06
H51 -6.28994 -2.42350 1.23390  0.11
H52 -6.79783 -0.75859 1.52379  0.11
H53 -5.00147 -2.37615 3.38923  0.10
H54 -6.65559 -1.86242 3.75327  0.10
H55 -4.63380 -0.24567 4.53942  0.08
H56 -5.94413 0.53039 3.60652  0.08
C43 2.65827 7.35597 3.57501  -0.24
Ge1 2.09970 6.35565 1.96059  0.76
C44 0.93407 7.53722 0.91254  -0.22
C45 3.69537 5.90225 0.94735  -0.22
C46 1.04836 4.82797 2.61634  -0.59
Se1 1.36291 3.10253 1.75609  0.95
C47 3.09314 2.73742 2.55742  -0.36
H57 3.23857 8.23826 3.29683  0.00
H58 3.28501 6.72131 4.20479  0.01
H59 1.79841 7.68101 4.16401  0.01
H60 1.33806 8.55070 0.87638  0.01
H61 -0.06571 7.57296 1.34797  0.01
H62 0.84757 7.15788 -0.10588  0.01
H63 4.04967 6.79029 0.42065  0.02
H64 3.45750 5.12194 0.21543  0.00
H65 4.48769 5.54846 1.60945  0.01
H66 -0.01014 5.03094 2.44028  0.01
H67 1.18970 4.71427 3.69482  0.00
H68 3.86200 3.35252 2.09323  0.01
H69 3.30238 1.68717 2.35810  0.01
H70 3.06263 2.90852 3.63479  0.02